1.
Molecular formula: C5H11N
Method: DFT, the ωB97M-V functional and the def2-TZVPD basis

Summary:
E_HOMO   -7.53 eV
Charge   0
Largest force on an atom   3.3 eV/Å
SMILES string   CC/C=C(/C)N
Relative energy (zero: lowest compared OMol25 entry of this formula, charge and spin)   0.994 eV
Gap between HOMO and LUMO   8.5959 eV
Molecular weight   85.1 u

Last columns: bonded neighbours and bond lengths (Å).
Positions of all 17 atoms, in Å:
1 C -0.50392 0.75504 -2.00626  C2 1.580, H7 1.088, H8 1.093, H9 1.093
2 C -1.43113 0.36781 -0.78728  C1 1.580, C5 1.473, H10 1.092, H11 1.131
3 N 1.01919 -1.29359 0.04043  C4 1.363, H12 1.012, H13 0.998
4 C 0.38927 -0.36486 0.81370  N3 1.363, C5 1.346, C6 1.533
5 C -0.73737 0.30657 0.51071  C2 1.473, C4 1.346, H14 1.086
6 C 1.09439 -0.08361 2.14566  C4 1.533, H15 1.075, H16 1.091, H17 1.096
7 H -0.03826 -0.17655 -2.31983  C1 1.088
8 H 0.22614 1.50342 -1.68850  C1 1.093
9 H -1.11556 1.23610 -2.77400  C1 1.093
10 H -2.41797 0.83613 -0.80416  C2 1.092
11 H -1.84300 -0.64051 -1.09330  C2 1.131
12 H 1.89066 -1.70225 0.35242  N3 1.012
13 H 0.77118 -1.64747 -0.85937  N3 0.998
14 H -1.01654 1.14399 1.14368  C5 1.086
15 H 0.90387 0.94693 2.38579  C6 1.075
16 H 2.14634 -0.36899 2.10447  C6 1.091
17 H 0.66270 -0.81813 2.83583  C6 1.096

2.
Molecular formula: C21H20N2O5
Method: DFT, the ωB97M-V functional and the def2-TZVPD basis

Summary:
E_HOMO   -7.70 eV
Charge   0
Largest force on an atom   1.3 eV/Å
SMILES string   COc1cc2c(cc1NC(=O)CCCN1C(=O)CCC1=O)oc1ccccc12
Relative energy (zero: lowest compared OMol25 entry of this formula, charge and spin)   0.408 eV
Gap between HOMO and LUMO   8.1927 eV
Molecular weight   380.4 u

Last columns: bonded neighbours and bond lengths (Å).
Positions of all 48 atoms, in Å:
1 C -0.28096 -2.91438 0.30681  H2 1.089, O3 1.406, H47 1.094, H48 1.095
2 H 0.72090 -3.32265 0.43200  C1 1.089
3 O -0.09684 -1.54153 0.06411  C1 1.406, C4 1.375
4 C -1.20613 -0.73168 0.00020  O3 1.375, C5 1.379, C9 1.420
5 C -2.50960 -1.18085 0.01447  C4 1.379, C6 1.393, H46 1.078
6 C -3.53334 -0.23902 -0.05872  C5 1.393, C7 1.405, C41 1.436
7 C -3.23072 1.13043 -0.14410  C6 1.405, C8 1.384, O35 1.361
8 C -1.92747 1.59700 -0.15934  C7 1.384, C9 1.385, H34 1.076
9 C -0.91501 0.65555 -0.08537  C4 1.420, C8 1.385, N10 1.394
10 N 0.43951 0.98574 -0.08894  C9 1.394, C11 1.361, H33 1.012
11 C 1.03240 2.21016 -0.06026  N10 1.361, O12 1.209, C13 1.523
12 O 0.44521 3.26716 -0.08313  C11 1.209
13 C 2.55031 2.09717 0.00201  C11 1.523, C14 1.531, H31 1.093, H32 1.090
14 C 3.00522 1.53586 1.35184  C13 1.531, H15 1.090, C16 1.529, H30 1.091
15 H 2.83036 2.27718 2.13217  C14 1.090
16 C 4.49093 1.17587 1.35186  C14 1.529, N17 1.451, H28 1.093, H29 1.094
17 N 4.80454 0.17683 0.34723  C16 1.451, C18 1.377, C22 1.382
18 C 4.26620 -1.09028 0.33185  N17 1.377, O19 1.203, C20 1.516
19 O 3.48387 -1.51807 1.13985  C18 1.203
20 C 4.82866 -1.81936 -0.87249  C18 1.516, C21 1.523, H26 1.090, H27 1.091
21 C 5.75891 -0.81811 -1.54547  C20 1.523, C22 1.514, H24 1.090, H25 1.090
22 C 5.67732 0.43109 -0.69367  N17 1.382, C21 1.514, O23 1.201
23 O 6.25226 1.47236 -0.85878  C22 1.201
24 H 5.46127 -0.57364 -2.56556  C21 1.090
25 H 6.79529 -1.15439 -1.58224  C21 1.090
26 H 5.34185 -2.71989 -0.53437  C20 1.090
27 H 4.00476 -2.13604 -1.51300  C20 1.091
28 H 5.10638 2.04789 1.11735  C16 1.093
29 H 4.77134 0.78285 2.33328  C16 1.094
30 H 2.43536 0.64046 1.60601  C14 1.091
31 H 2.88407 1.44476 -0.80881  C13 1.093
32 H 2.97719 3.08805 -0.15506  C13 1.090
33 H 1.03375 0.16797 -0.03547  N10 1.012
34 H -1.69849 2.64648 -0.21945  C8 1.076
35 O -4.35750 1.89094 -0.20674  C7 1.361, C36 1.360
36 C -5.40442 1.02409 -0.16228  O35 1.360, C37 1.383, C41 1.411
37 C -6.74771 1.35205 -0.19906  C36 1.383, C38 1.384, H45 1.078
38 C -7.65743 0.31123 -0.14142  C37 1.384, C39 1.393, H44 1.080
39 C -7.24073 -1.01456 -0.05007  C38 1.393, C40 1.381, H43 1.080
40 C -5.89996 -1.34245 -0.01356  C39 1.381, C41 1.389, H42 1.079
41 C -4.96754 -0.31418 -0.07008  C6 1.436, C36 1.411, C40 1.389
42 H -5.57955 -2.37078 0.05740  C40 1.079
43 H -7.98298 -1.79772 -0.00714  C39 1.080
44 H -8.71390 0.53180 -0.16777  C38 1.080
45 H -7.06354 2.38037 -0.26971  C37 1.078
46 H -2.74992 -2.22929 0.07860  C5 1.078
47 H -0.85764 -3.08452 1.22062  C1 1.094
48 H -0.77649 -3.40795 -0.53560  C1 1.095